Formula: C3H3O2P
Source: OMol25
Level of theory: ωB97M-V/def2-TZVPD

Element x y z (Å)
C: -0.16 -1.19 -0.45
C: -0.30 0.76 1.41
C: 0.22 0.26 -0.82
O: -0.48 1.40 2.38
O: -0.20 1.21 0.22
P: -0.28 -1.71 1.10
H: -0.01 -1.76 -1.38
H: 1.27 0.27 -0.76
H: -0.06 0.77 -1.70

Output
Energy above the lowest of the compared OMol25 structures with the same formula, charge and spin: 2.1082 eV
M: 102.03 g/mol
Frontier orbital gap: 8.6985 eV

Formula: Cl2OS
Source: OMol25
Level of theory: ωB97M-V/def2-TZVPD

Element x y z (Å)
O: -0.99 -0.52 -0.23
S: 1.64 -0.77 0.28
Cl: -1.31 0.93 0.25
Cl: 1.58 1.15 -0.04

Output
Energy above the lowest of the compared OMol25 structures with the same formula, charge and spin: 4.7303 eV
M: 118.97 g/mol
Frontier orbital gap (spin up / spin down): 6.3927 / 6.3261 eV

Formula: C22H21EuIN2
Source: OMol25
Level of theory: ωB97M-V/def2-TZVPD

Element x y z (Å)
C: 0.11 -2.26 3.30
C: 0.72 -2.78 1.56
H: 0.78 -1.51 3.76
H: 0.28 -3.21 3.80
H: -0.97 -2.03 3.37
H: 1.64 -2.25 1.25
H: 0.99 -3.80 1.80
H: -0.09 -2.83 0.79
C: 1.40 1.79 3.35
C: 1.97 3.05 3.56
C: 2.68 3.64 2.52
C: 2.80 2.96 1.30
H: 0.79 1.29 4.11
H: 1.82 3.54 4.52
H: 3.14 4.63 2.64
H: 3.34 3.39 0.46
N: 1.54 1.12 2.19
C: 2.20 1.70 1.15
C: 2.20 0.97 -0.14
N: 1.59 -0.25 -0.17
C: 1.41 -0.89 -1.34
C: 2.58 0.84 -2.54
C: 1.90 -0.38 -2.55
H: 0.86 -1.83 -1.30
H: 1.74 -0.96 -3.46
C: 2.73 1.52 -1.33
H: 3.23 2.48 -1.27
H: 2.98 1.26 -3.45
Eu: -0.04 -0.81 1.77
I: -2.30 0.66 3.45
C: -2.54 1.04 -3.80
C: -1.71 1.65 -2.85
C: -1.47 1.04 -1.62
C: -2.05 -0.22 -1.31
C: -1.84 -0.93 -0.12
C: -2.51 -2.06 0.22
C: -3.34 -2.70 -0.77
C: -3.52 -2.10 -2.00
C: -2.92 -0.85 -2.30
C: -3.13 -0.19 -3.53
H: -2.74 1.53 -4.75
H: -1.25 2.62 -3.07
H: -0.83 1.51 -0.87
H: -2.42 -2.50 1.22
H: -3.82 -3.64 -0.53
H: -4.14 -2.57 -2.76
H: -3.77 -0.68 -4.27

Output
M: 592.29 g/mol
Expectation value of S²: 15.761
Spin multiplicity: 8
Frontier orbital gap (spin up / spin down): 5.5126 / 5.5447 eV

Formula: C21H30N2O5
Source: OMol25
Level of theory: ωB97M-V/def2-TZVPD

Element x y z (Å)
C: 4.95 3.61 0.01
C: 3.81 3.49 0.80
O: 3.09 2.03 0.57
C: 2.19 1.89 -0.27
O: 1.93 2.68 -1.01
C: 1.54 0.69 -0.36
C: 0.18 0.70 -0.71
C: -0.55 -0.47 -0.44
N: -1.96 -0.36 -0.97
C: -2.90 -1.19 -0.67
O: -2.83 -2.45 -0.19
C: -4.30 -0.81 -1.23
C: -5.15 -0.09 0.13
C: -4.41 1.05 0.60
C: -5.67 -1.23 0.90
C: -6.32 0.37 -0.79
C: -7.32 0.74 0.20
O: -7.36 1.92 0.81
O: -8.64 0.14 0.19
C: -0.11 -1.36 0.19
C: 1.19 -1.50 0.41
C: 2.17 -0.69 0.17
N: 3.52 -0.48 0.59
C: 4.45 -0.12 -0.55
C: 5.02 -1.44 -1.22
C: 5.56 -2.41 -0.29
C: 4.66 -2.70 0.59
C: 4.02 -1.53 1.54
H: 5.68 2.96 0.42
H: 4.61 3.41 -1.19
H: 5.26 4.60 0.10
H: 3.08 4.34 0.47
H: 3.97 3.59 1.83
H: -0.05 1.52 -0.92
H: -2.09 0.47 -1.17
H: -4.06 0.18 -2.00
H: -4.76 -1.60 -1.82
H: -3.68 0.73 1.26
H: -4.98 1.46 1.42
H: -4.14 1.81 0.11
H: -4.75 -1.89 1.23
H: -6.15 -0.67 1.66
H: -6.11 -1.95 0.39
H: -6.09 1.40 -1.46
H: -6.65 -0.21 -1.59
H: -9.14 0.39 0.75
H: -0.66 -2.30 0.31
H: 1.71 -2.54 1.01
H: 3.93 0.60 -0.96
H: 5.22 0.33 0.21
H: 5.73 -1.09 -1.98
H: 4.19 -1.54 -1.87
H: 5.93 -3.03 -1.22
H: 6.55 -1.92 0.13
H: 4.99 -3.40 1.41
H: 3.67 -3.24 0.31
H: 3.26 -1.87 2.08
H: 4.78 -1.03 2.10

Output
Energy above the lowest of the compared OMol25 structures with the same formula, charge and spin: 19.6773 eV
M: 390.48 g/mol
Frontier orbital gap: 8.1104 eV

Formula: C4H4F5N3
Source: OMol25
Level of theory: ωB97M-V/def2-TZVPD

Element x y z (Å)
C: 1.42 -0.98 1.32
C: 1.11 0.18 -0.55
C: -1.17 1.13 0.11
C: -1.76 0.30 -1.02
N: 1.26 0.40 1.55
N: 1.02 1.08 0.49
N: 1.45 -1.04 -0.19
F: -1.31 0.59 1.41
F: -1.60 2.41 0.02
F: -1.46 -0.97 -0.98
F: -1.29 0.76 -2.22
F: -3.20 0.35 -1.14
H: 2.37 -1.23 1.74
H: 0.67 -1.58 1.77
H: 0.95 0.40 -1.57
H: 1.55 -1.81 -0.74

Output
Energy above the lowest of the compared OMol25 structures with the same formula, charge and spin: 3.3227 eV
M: 189.09 g/mol
Frontier orbital gap (spin up / spin down): 8.2016 / 7.5906 eV

Formula: C6H12N4O
Source: OMol25
Level of theory: ωB97M-V/def2-TZVPD

Element x y z (Å)
N: -1.63 -1.88 -1.04
N: -2.71 -1.15 -0.66
C: -2.51 0.05 -0.23
C: -1.44 0.90 -0.73
N: -1.07 2.02 -0.24
N: -1.38 2.40 1.03
H: -0.95 -1.96 -0.27
H: -1.93 -2.79 -1.35
H: -3.30 0.57 0.28
H: -0.81 0.58 -1.57
H: -1.02 1.75 1.76
H: -1.06 3.35 1.23
C: 3.25 0.76 -1.29
C: 2.29 0.65 -0.37
O: 2.07 -0.59 0.15
C: 1.00 -0.77 0.99
C: 0.79 -1.99 1.44
H: 3.53 1.72 -1.70
H: 3.67 -0.18 -1.67
H: 1.45 1.40 -0.17
H: 0.46 0.16 1.27
H: 1.31 -2.82 0.99
H: 0.00 -2.19 2.14

Output
Energy above the lowest of the compared OMol25 structures with the same formula, charge and spin: 4.4488 eV
M: 156.19 g/mol
Frontier orbital gap: 8.6012 eV